[1]
The following is a quantum chemistry calculation of C6H6 in the gas phase, from the OMol25 dataset.

```
12
Properties=species:S:1:pos:R:3:forces:R:3:lowdin_charge:R:1
C -2.644313 0.699604 0.340239 -0.017 0.035 0.016 -0.090
C -1.308562 0.265950 -0.056289 0.448 -0.119 -0.108 -0.040
C -0.192793 -0.089755 -0.359544 -0.417 0.094 0.059 -0.032
C 1.020268 -0.666559 -0.810274 -0.069 -0.026 0.023 -0.096
C 2.249204 -0.565269 -0.226740 -0.172 0.132 0.172 -0.260
C 2.442718 0.283939 0.913083 0.229 -0.413 -0.294 0.090
H -2.595673 1.502279 1.080888 0.025 -0.096 -0.093 0.083
H -3.211265 1.053872 -0.525787 0.091 -0.044 0.100 0.082
H -3.195381 -0.137779 0.780823 0.100 0.093 -0.060 0.085
H 0.921824 -1.289008 -1.702211 -0.030 0.054 0.148 0.112
H 3.023192 -1.183595 -0.685926 0.077 0.170 0.026 0.083
H 3.490778 0.126319 1.251739 -0.265 0.122 0.011 -0.015
```
Positions in Å, forces in eV/Å.

Values from the calculation:
LUMO (alpha / beta) = -1.1 / -1.1 eV
Total charge = 0
Kohn-Sham gap (alpha / beta) = 7.2 / 7.1 eV

[2]
The following is a quantum chemistry calculation of a molecular structure, C5H12O2 in a non-equilibrium geometry, from the OMol25 dataset.

```
19
Properties=species:S:1:pos:R:3:forces:R:3:lowdin_charge:R:1
C -2.459887 0.633045 0.276428 -0.174 -0.047 -0.036 -0.102
C -1.489569 -0.538257 0.077654 -0.103 -0.217 -0.094 -0.200
C -0.171066 0.012440 -0.441938 -0.266 0.676 0.306 -0.396
O 0.160157 1.054944 0.480804 -1.626 0.313 0.559 -0.131
C 1.078736 -0.826952 -0.522296 0.470 1.412 0.438 -0.211
C 2.247484 0.659905 -0.146166 0.447 -1.595 -0.757 0.004
O 0.996891 -1.874803 0.438092 0.513 0.747 0.266 -0.050
H -2.064719 1.350327 1.001438 -0.144 -0.242 -0.142 0.069
H -2.597345 1.180819 -0.664658 -0.045 -0.119 0.116 0.078
H -3.437804 0.290517 0.620873 0.028 -0.025 -0.072 0.069
H -1.290808 -1.041405 1.032786 -0.089 0.043 -0.168 0.113
H -1.915209 -1.285328 -0.595820 0.021 -0.030 -0.042 0.115
H -0.297181 0.473917 -1.430947 -0.109 0.159 0.260 0.152
H 0.447523 0.566994 1.271405 -0.216 0.403 -0.170 0.104
H 1.192448 -1.336573 -1.524589 0.556 1.069 0.757 0.143
H 2.248598 1.448538 0.669487 -0.617 -1.668 -0.540 0.078
H 3.159228 0.120192 -0.016924 1.126 -0.177 -0.522 0.016
H 2.211663 1.285313 -1.047357 0.198 -0.650 -0.060 0.058
H 1.883310 -2.146706 0.694830 0.029 -0.050 -0.098 0.091
```
Positions in Å, forces in eV/Å.

Values from the calculation:
LUMO = 0.8 eV
Total charge = 0
Kohn-Sham gap = 10.0 eV

Energy relative to the best compared isomer or geometry (same formula, charge and spin), record by record: 577.58 340.41 kJ/mol
Total energy, record by record: -6313.2140 -9471.6076 eV